Density functional theory data (ωB97M-V with the def2-TZVPD basis set) for a cluster of 7 separate species, C34H79N5O10 in total at a distorted geometry.

E_tot = -2368.75541 hartree
Strongest force on any atom = 4.0 eV/A
Gap between HOMO and LUMO = 8.392 eV
SMILES = CC1(C)CCCC(C)(C)N1O.CC1(C)CCCC(C)(C)N1O.CC1(C)CCCC(C)(C)N1O.NC(N)=O.OCCO.OCCO.OCCO
LUMO = 0.3 eV
HOMO energy = -8.12 eV
Energy relative to the best compared isomer or geometry (same formula, charge and spin) = 3.887 eV
2S+1 = 1

Each line ends with the Löwdin charge.
CARTESIAN COORDINATES (ANGSTROEM)
1 C 5.3779 -0.1287 4.9598  -0.07
2 C 5.0959 0.9487 3.9390  -0.47
3 C 6.0215 0.6548 2.7802  -0.05
4 C 3.5614 0.7474 3.5526  -0.13
5 C 3.0289 1.8751 2.7408  -0.21
6 C 3.3114 3.2138 3.3926  -0.14
7 C 4.7162 3.5123 3.8594  -0.49
8 C 5.5737 4.0492 2.7513  -0.05
9 C 4.5721 4.7345 4.9516  0.00
10 N 5.3253 2.3298 4.4898  -0.08
11 O 6.6123 2.5972 5.0633  -0.01
12 H 4.7170 -0.0569 5.8236  0.09
13 H 5.5639 -1.1421 4.6042  0.09
14 H 6.3320 -0.0311 5.4778  0.08
15 H 5.6907 1.2339 1.9180  0.06
16 H 7.0921 0.8517 2.8367  0.09
17 H 6.0112 -0.3879 2.4627  0.08
18 H 3.3747 -0.1788 3.0091  0.12
19 H 3.0014 0.6036 4.4767  0.12
20 H 3.4548 1.7031 1.7524  0.10
21 H 1.9620 1.6592 2.6845  0.11
22 H 2.5048 3.4630 4.0822  0.12
23 H 3.1508 3.9026 2.5632  0.09
24 H 5.4006 3.5158 1.8166  0.08
25 H 6.6476 4.0810 2.9353  0.08
26 H 5.2765 5.0671 2.4991  0.09
27 H 5.5426 4.7640 5.4469  0.06
28 H 3.8354 4.2884 5.6198  0.07
29 H 4.3990 5.7604 4.6265  0.08
30 H 7.1271 2.9765 4.3472  0.06
31 C -3.7131 2.7685 -3.3117  -0.04
32 C -2.8161 1.6528 -3.8356  -0.45
33 C -1.4147 2.2104 -4.2511  -0.02
34 C -2.4629 0.5986 -2.6473  -0.11
35 C -1.8490 -0.7211 -3.1313  -0.17
36 C -2.7331 -1.3235 -4.2297  -0.15
37 C -3.0328 -0.3498 -5.4566  -0.43
38 C -1.7629 -0.2667 -6.4051  -0.02
39 C -4.2440 -1.0155 -6.1668  -0.05
40 N -3.5165 0.9463 -4.8857  -0.13
41 O -3.9117 1.8251 -5.9230  -0.01
42 H -3.5255 3.1302 -2.3007  0.06
43 H -3.6571 3.7028 -3.8703  0.08
44 H -4.7541 2.4466 -3.3417  0.08
45 H -0.5580 1.5822 -4.0073  0.07
46 H -1.4212 2.3885 -5.3265  0.07
47 H -1.1929 3.1148 -3.6847  0.07
48 H -1.7042 1.0702 -2.0227  0.09
49 H -3.2927 0.4019 -1.9686  0.11
50 H -0.8634 -0.4917 -3.5363  0.10
51 H -1.8547 -1.5476 -2.4207  0.08
52 H -3.7335 -1.5404 -3.8552  0.10
53 H -2.3127 -2.2626 -4.5894  0.12
54 H -0.8811 -0.3201 -5.7666  0.06
55 H -1.6488 0.6797 -6.9335  0.07
56 H -1.6794 -1.1284 -7.0674  0.08
57 H -4.2719 -0.8982 -7.2501  0.07
58 H -5.2187 -0.7442 -5.7614  0.08
59 H -4.1435 -2.0995 -6.1130  0.07
60 H -4.8617 1.8476 -5.7861  0.10
61 C -3.0073 -2.5354 2.4200  0.01
62 C -2.3713 -3.8900 1.8129  -0.48
63 C -0.9671 -4.1434 2.2904  -0.03
64 C -3.2324 -5.0292 2.2217  -0.14
65 C -4.7121 -5.0751 1.6257  -0.15
66 C -4.7160 -4.9106 0.0915  -0.11
67 C -3.6284 -3.8536 -0.4265  -0.48
68 C -3.3357 -4.2892 -1.8315  -0.06
69 C -4.2846 -2.4641 -0.4445  -0.02
70 N -2.3609 -3.8449 0.3130  -0.12
71 O -1.3863 -3.0138 -0.2244  -0.03
72 H -2.6250 -2.5068 3.4404  0.08
73 H -4.0940 -2.4596 2.4574  0.07
74 H -2.6109 -1.6144 1.9926  0.06
75 H -0.3679 -3.2346 2.2326  0.06
76 H -0.4661 -4.9338 1.7316  0.10
77 H -1.0305 -4.4359 3.3385  0.09
78 H -2.7605 -5.9624 1.9140  0.12
79 H -3.3779 -5.1902 3.2898  0.12
80 H -5.2964 -4.2622 2.0569  0.09
81 H -5.2932 -5.9355 1.9574  0.10
82 H -5.6978 -4.5014 -0.1468  0.11
83 H -4.5206 -5.8241 -0.4700  0.11
84 H -4.1761 -4.3142 -2.5251  0.09
85 H -2.6253 -3.5992 -2.2868  0.06
86 H -2.8741 -5.2569 -2.0274  0.09
87 H -5.1769 -2.4401 0.1811  0.08
88 H -3.6595 -1.6229 -0.1449  0.07
89 H -4.7165 -2.4221 -1.4443  0.08
90 H -1.8280 -2.1684 -0.1155  0.05
91 N 1.3292 0.4249 0.1467  0.20
92 C 0.3671 -0.3505 0.5355  -0.71
93 N 0.6987 -1.6385 0.5987  0.18
94 O -0.8093 -0.0349 0.5943  0.02
95 H 2.1190 -0.0804 -0.2286  0.12
96 H 1.1228 1.3114 -0.2911  0.08
97 H -0.0121 -2.2998 0.8772  0.05
98 H 1.5965 -1.9595 0.2656  0.06
99 O 0.3916 2.9527 -1.1127  -0.10
100 C 1.5451 3.7533 -1.2290  -0.21
101 C 1.7813 4.5926 0.0372  -0.23
102 O 0.9457 5.7342 0.1524  -0.06
103 H -0.3988 3.3651 -0.7565  0.05
104 H 2.4127 3.1996 -1.5877  0.12
105 H 1.3297 4.4448 -2.0436  0.12
106 H 2.7393 5.1054 -0.0482  0.12
107 H 1.8936 4.0136 0.9538  0.09
108 H 0.0296 5.4523 0.0997  0.01
109 O -1.5688 5.0757 -0.4003  -0.11
110 C -2.1939 4.5566 0.8308  -0.11
111 C -2.1301 2.9306 1.0925  -0.22
112 O -2.8024 2.1976 0.1315  -0.08
113 H -2.2468 5.5147 -0.9191  0.10
114 H -1.7780 5.1329 1.6573  0.11
115 H -3.2397 4.8493 0.7376  0.11
116 H -2.5618 2.5815 2.0305  0.12
117 H -1.1285 2.5121 1.1919  0.09
118 H -2.4432 1.3107 0.0543  0.04
119 O 2.7225 -3.1493 -0.9308  -0.09
120 C 3.7221 -3.3272 0.1161  -0.20
121 C 4.6692 -4.5223 -0.3139  -0.24
122 O 4.0641 -5.7541 0.0227  -0.05
123 H 2.3381 -4.0094 -1.1153  0.08
124 H 4.4872 -2.5511 0.1375  0.11
125 H 3.3081 -3.5398 1.1017  0.12
126 H 5.6806 -4.3420 0.0503  0.11
127 H 4.8526 -4.3824 -1.3792  0.11
128 H 3.1166 -5.6010 0.0432  0.07